# 1
DFT (the ωB97M-V functional and the def2-TZVPD basis) results for C25H33O7Sn as an isolated structure.

Each line ends with the Löwdin charge.
Geometry (Å):
Sn  0.397  -0.486  1.762  1.42
O  -1.071  0.733  -8.524  0.12
O  1.728  0.380  -7.908  -0.03
O  -0.543  1.305  -2.817  -0.09
O  -0.734  2.682  1.958  -0.12
O  -1.148  1.604  0.048  -0.04
O  -0.501  -1.409  -8.657  -0.01
O  2.158  -1.134  -6.282  0.12
C  2.140  1.537  0.709  -0.24
C  -1.346  2.015  -3.740  -0.55
C  -2.149  -1.127  1.820  -0.31
C  -0.266  1.248  -5.954  -0.05
C  -2.278  -0.929  0.409  -0.20
C  -0.720  -1.172  -5.525  -0.05
C  3.102  0.276  -8.268  -0.03
C  -0.659  1.620  1.160  -0.60
C  -1.455  1.142  -5.003  -0.18
C  -0.492  -0.082  -3.199  -0.10
C  -1.366  -0.299  -4.445  -0.20
C  2.816  0.571  1.540  -0.32
C  -0.082  -0.172  -6.537  -0.23
C  0.097  -2.652  -8.203  -0.02
C  1.891  0.928  -0.551  -0.18
C  -1.642  -2.006  -0.257  -0.18
C  -1.112  -2.890  0.721  -0.23
C  -0.723  3.390  -3.978  -0.01
C  -0.606  -0.250  -7.974  -0.43
C  -2.754  2.210  -3.192  -0.01
C  -1.454  -2.386  2.012  -0.35
C  -0.164  2.567  3.322  -0.06
C  1.385  -0.376  -6.844  -0.46
C  2.968  -0.634  0.762  -0.32
C  2.403  -0.397  -0.528  -0.18
H  2.439  -1.076  -1.378  0.08
H  3.516  -1.521  1.080  0.07
H  -2.865  -0.145  -0.066  0.09
H  0.640  1.523  -5.393  0.14
H  0.057  -1.836  -5.132  0.12
H  0.833  3.024  3.325  0.08
H  3.207  0.908  -9.146  0.09
H  1.188  -2.603  -8.304  0.09
H  -1.321  -2.886  2.973  0.07
H  -0.413  1.961  -6.771  0.13
H  3.364  -0.760  -8.510  0.10
H  -0.849  3.104  3.984  0.08
H  -0.614  -3.835  0.513  0.07
H  -0.302  -3.387  -8.905  0.10
H  3.750  0.628  -7.457  0.10
H  -2.719  2.601  -2.172  0.09
H  0.335  3.326  -4.249  0.08
H  -1.668  -2.169  -1.334  0.07
H  1.466  1.429  -1.419  0.08
H  -3.323  1.271  -3.189  0.09
H  -3.283  2.934  -3.824  0.08
H  -0.801  3.984  -3.061  0.09
H  -2.354  -0.669  -4.133  0.15
H  -0.814  -0.681  -2.333  0.10
H  -0.185  -2.921  -7.176  0.09
H  -2.637  -0.532  2.591  0.08
H  -2.376  1.315  -5.577  0.16
H  3.242  0.766  2.525  0.07
H  -1.267  3.923  -4.766  0.09
H  0.571  -0.323  -3.386  0.13
H  -0.080  1.511  3.646  0.05
H  -1.495  -1.774  -6.016  0.12
H  2.026  2.595  0.945  0.09

- total charge = -1
- maximum force (hartree/bohr) = 0.0632
- spin multiplicity = 1
- relative energy (zero: lowest compared OMol25 entry of this formula, charge and spin) (eV) = 0.0000
- molar mass (g mol⁻¹) = 564.2
- HOMO energy (Eh) = -0.1099

---

# 2
DFT (the ωB97M-V functional and the def2-TZVPD basis) results for a 3-piece molecular cluster, C2H9NO3 overall.

Each line ends with the Löwdin charge.
Geometry (Å):
O  -0.671  1.380  -2.057  -0.07
O  -0.232  2.821  0.535  -0.05
O  1.278  -0.741  -0.774  0.04
N  -0.802  -0.665  0.118  0.16
C  0.436  -1.221  -0.046  -0.59
C  0.709  -2.417  0.841  -0.02
H  1.063  -2.130  1.826  0.08
H  -1.463  -1.088  0.741  0.09
H  -0.918  0.309  -0.121  0.07
H  0.137  1.708  -1.652  0.02
H  0.230  2.332  1.224  0.04
H  -0.978  2.030  -2.695  0.04
H  -0.071  3.755  0.717  0.05
H  -0.168  -3.021  0.984  0.06
H  1.450  -3.052  0.359  0.08

- maximum force (hartree/bohr) = 0.0157
- spin multiplicity = 1
- relative energy (zero: lowest compared OMol25 entry of this formula, charge and spin) (eV) = 0.5713
- molar mass (g mol⁻¹) = 95.1
- HOMO energy (Eh) = -0.3512
- SMILES string = CC(N)=O.O.O

---

# 3
DFT (the ωB97M-V functional and the def2-TZVPD basis) results for a 2-piece molecular cluster, C3H12N4O2 overall.

Each line ends with the Löwdin charge.
Geometry (Å):
O  -1.123  -1.182  1.045  0.01
O  2.137  0.002  0.821  -0.12
N  1.306  1.033  1.465  -0.16
N  -0.740  0.064  -0.824  -0.18
N  0.371  -1.962  -0.488  0.16
N  0.623  0.632  2.585  -0.01
C  -0.154  0.157  -2.143  -0.06
C  -0.511  -1.019  -0.001  -0.61
C  -1.855  0.937  -0.529  -0.05
H  -2.203  0.715  0.478  0.09
H  0.621  -2.638  0.219  0.11
H  -2.678  0.783  -1.231  0.09
H  2.976  0.026  1.299  0.07
H  -0.240  -0.787  -2.684  0.09
H  1.176  -1.613  -0.984  0.08
H  -1.533  1.980  -0.587  0.09
H  0.903  0.433  -2.073  0.09
H  -0.675  0.921  -2.717  0.09
H  1.184  0.101  3.244  0.08
H  0.640  1.328  0.709  0.11
H  -0.224  0.088  2.398  0.05

- maximum force (hartree/bohr) = 0.0371
- spin multiplicity = 1
- relative energy (zero: lowest compared OMol25 entry of this formula, charge and spin) (eV) = 0.9675
- molar mass (g mol⁻¹) = 136.2
- HOMO energy (Eh) = -0.3043
- SMILES string = CN(C)C(N)=O.NNO

---

# 4
DFT (the ωB97M-V functional and the def2-TZVPD basis) results for C6H11NO as an isolated structure.

Each line ends with the Löwdin charge.
Geometry (Å):
O  -2.273  -0.530  0.220  0.00
N  -1.099  -0.613  -0.529  -0.14
C  -1.151  1.900  -0.333  -0.04
C  -0.536  0.657  -0.954  -0.27
C  0.356  -2.122  1.006  0.00
C  2.117  0.639  -0.114  -0.04
C  0.002  -0.944  0.115  -0.28
C  0.719  0.128  -0.308  -0.17
H  2.785  0.077  -0.778  0.07
H  -1.195  1.848  0.761  0.09
H  0.967  -1.798  1.854  0.08
H  -0.564  2.786  -0.598  0.08
H  -0.524  -2.690  1.314  0.07
H  1.018  -2.791  0.443  0.08
H  2.485  0.411  0.890  0.07
H  -0.515  0.717  -2.050  0.15
H  -2.633  -1.431  0.136  0.11
H  2.208  1.697  -0.366  0.07
H  -2.168  2.059  -0.709  0.08

- maximum force (hartree/bohr) = 0.1127
- spin multiplicity = 1
- relative energy (zero: lowest compared OMol25 entry of this formula, charge and spin) (eV) = 3.8138
- molar mass (g mol⁻¹) = 113.2
- HOMO energy (Eh) = -0.2751

---

# 5
DFT (the ωB97M-V functional and the def2-TZVPD basis) results for an isolated ion of composition C3H7BrN3 and charge +1.

Each line ends with the Löwdin charge.
Geometry (Å):
Br  2.780  0.052  0.172  0.81
N  -0.126  -0.563  1.043  0.07
N  0.498  -2.570  -0.303  0.20
N  -0.143  0.871  0.677  0.07
C  0.186  0.870  -0.797  -0.15
C  0.457  -1.354  -0.028  -0.47
C  1.195  -0.243  -0.929  -0.55
H  -0.834  0.669  -1.308  0.18
H  -0.967  1.308  1.036  0.18
H  0.439  1.868  -1.238  0.15
H  0.068  -0.893  1.931  0.12
H  0.678  1.195  1.259  0.15
H  0.183  -3.325  0.277  0.08
H  1.531  -0.651  -1.949  0.15

- total charge = +1
- maximum force (hartree/bohr) = 0.0910
- spin multiplicity = 1
- relative energy (zero: lowest compared OMol25 entry of this formula, charge and spin) (eV) = 1.9778
- molar mass (g mol⁻¹) = 165.0
- HOMO energy (Eh) = -0.5226
- SMILES string = [H]/N=C1\N[NH2+]C[C@H]1Br

---

# 6
DFT (the ωB97M-V functional and the def2-TZVPD basis) results for C34H60LuN2O2Si as an isolated structure.

Each line ends with the Löwdin charge.
Geometry (Å):
Lu  -0.009  0.109  0.201  1.68
Si  2.109  -5.562  3.230  0.46
O  -1.015  -6.179  0.006  -0.21
O  -1.850  -1.036  0.224  -0.38
N  1.756  0.024  -1.132  -0.09
N  -0.563  1.896  -0.950  -0.09
C  0.811  -1.470  -3.378  -0.04
C  2.415  -3.290  -2.694  -0.04
C  3.265  -1.819  -0.466  -0.23
C  -3.987  3.040  0.011  -0.05
C  -2.612  2.821  0.080  -0.24
C  3.563  -4.797  4.155  -0.19
C  -0.200  -6.913  -0.936  -0.26
C  2.519  -7.348  2.783  -0.19
C  1.640  -4.608  1.659  -0.17
C  0.388  2.748  -1.404  -0.32
C  2.350  1.136  -1.618  -0.31
C  3.743  1.016  -2.186  0.00
C  0.826  1.020  2.099  -0.31
C  2.294  -1.298  -1.345  -0.23
C  -0.049  4.148  -1.741  0.00
C  -3.385  -2.501  -1.099  -0.04
C  -1.928  1.511  -3.445  -0.04
C  -4.017  2.314  -2.295  -0.04
C  -3.089  -7.527  -0.360  -0.09
C  -2.753  -1.130  -0.962  -0.20
C  1.733  2.399  -1.632  -0.03
C  -4.691  2.789  -1.165  -0.06
C  -2.645  2.051  -2.244  -0.24
C  -0.533  -6.582  -2.382  -0.08
C  1.863  -2.036  -2.468  -0.22
C  -2.552  -1.358  1.515  -0.18
C  3.398  -3.808  -1.849  -0.06
C  -1.875  3.141  1.344  -0.05
C  -2.091  -6.920  0.615  -0.26
C  3.708  -1.045  0.739  -0.03
C  -1.958  2.270  -1.039  -0.24
C  3.835  -3.056  -0.753  -0.05
C  -3.720  -0.431  1.758  -0.05
C  0.580  -5.535  4.328  -0.19
H  0.128  -7.149  -3.042  0.08
H  0.576  -4.739  1.375  0.02
H  0.062  1.154  2.885  -0.03
H  -3.429  0.627  1.716  0.07
H  2.075  -3.869  -3.559  0.12
H  -2.640  -8.330  -0.952  0.07
H  0.836  -6.613  -0.718  0.11
H  -0.579  4.169  -2.707  0.10
H  4.016  1.954  -2.683  0.09
H  -2.559  0.774  -3.960  0.09
H  1.814  -3.536  1.778  0.01
H  1.637  -7.847  2.358  0.03
H  -0.292  -8.001  -0.764  0.12
H  -1.779  -1.262  2.282  0.12
H  4.487  0.837  -1.395  0.09
H  3.633  -5.204  5.174  0.03
H  3.455  -3.707  4.240  0.02
H  -0.788  3.173  1.223  0.06
H  4.517  -5.003  3.649  0.03
H  1.685  0.497  2.550  -0.04
H  3.838  -4.785  -2.043  0.11
H  -4.137  -0.617  2.751  0.10
H  2.870  -0.672  1.347  0.04
H  -2.858  -2.408  1.428  0.12
H  -4.509  3.419  0.895  0.12
H  -4.562  2.129  -3.220  0.12
H  -1.687  2.301  -4.171  0.09
H  -5.769  2.976  -1.208  0.11
H  -1.652  -7.712  1.243  0.12
H  1.167  2.030  1.811  -0.02
H  -2.598  -6.203  1.275  0.11
H  -0.301  -5.831  3.742  0.02
H  -2.625  -3.271  -1.276  0.09
H  -4.055  -2.476  -1.966  0.10
H  3.328  -7.400  2.042  0.03
H  -3.981  -2.765  -0.219  0.08
H  -2.113  2.412  2.133  0.07
H  -0.711  4.565  -0.968  0.09
H  4.618  -3.433  -0.094  0.12
H  0.827  4.801  -1.823  0.09
H  4.342  -0.184  0.474  0.08
H  0.408  -4.522  4.716  0.03
H  2.375  3.227  -1.952  0.11
H  2.837  -7.917  3.668  0.03
H  1.022  -0.434  -3.681  0.08
H  -3.920  -7.962  0.200  0.08
H  -2.184  4.126  1.727  0.10
H  -4.518  -0.591  1.028  0.09
H  3.827  0.209  -2.927  0.10
H  -0.389  -5.517  -2.593  0.07
H  -0.187  -1.500  -2.909  0.06
H  -3.509  -0.343  -0.847  0.11
H  -0.983  1.019  -3.190  0.05
H  -1.565  -6.851  -2.626  0.06
H  0.680  -6.221  5.179  0.03
H  -3.503  -6.777  -1.041  0.08
H  0.733  -2.063  -4.299  0.09
H  -2.128  -0.886  -1.830  0.10
H  4.322  -1.690  1.383  0.09
H  2.247  -4.954  0.813  0.01

- total charge = +1
- maximum force (hartree/bohr) = 0.0324
- spin multiplicity = 1
- molar mass (g mol⁻¹) = 731.9
- HOMO energy (Eh) = -0.4028

---

# 7
DFT (the ωB97M-V functional and the def2-TZVPD basis) results for a 4-piece molecular cluster, CH10N2O3 overall.

Each line ends with the Löwdin charge.
Geometry (Å):
O  0.562  -2.694  0.393  -0.08
O  -1.281  2.538  -1.475  -0.04
O  -1.113  -0.652  -2.781  -0.05
N  0.860  -0.290  2.737  0.05
N  0.344  0.600  0.604  0.09
C  0.919  0.630  1.840  -0.38
H  -1.692  -1.326  -2.418  0.04
H  1.252  -3.247  0.799  0.05
H  -1.461  2.934  -2.313  0.03
H  0.606  -1.953  1.011  -0.03
H  -0.257  -1.085  -2.811  0.04
H  0.035  1.437  0.144  0.06
H  1.518  1.534  1.985  0.12
H  -0.282  -0.168  0.429  0.08
H  1.436  0.132  3.457  0.03
H  -1.447  1.608  -1.601  0.00

- maximum force (hartree/bohr) = 0.0251
- spin multiplicity = 1
- relative energy (zero: lowest compared OMol25 entry of this formula, charge and spin) (eV) = 0.6899
- molar mass (g mol⁻¹) = 98.1
- HOMO energy (Eh) = -0.3523
- SMILES string = [H]/N=C/N.O.O.O

---

# 8
DFT (the ωB97M-V functional and the def2-TZVPD basis) results for one molecule with the formula C3H4N2O2.

Each line ends with the Löwdin charge.
Geometry (Å):
O  1.502  -1.029  -0.230  0.04
O  -1.027  1.279  0.011  0.03
N  0.361  -0.365  0.222  -0.11
N  1.272  1.824  -0.113  0.15
C  -1.768  0.066  -0.144  -0.03
C  -0.894  -0.937  -0.039  -0.03
C  0.325  0.983  0.041  -0.46
H  -2.786  0.280  -0.154  0.10
H  2.209  1.382  -0.052  0.06
H  -1.012  -2.006  -0.103  0.12
H  1.819  -1.476  0.561  0.12

- maximum force (hartree/bohr) = 0.0639
- spin multiplicity = 1
- relative energy (zero: lowest compared OMol25 entry of this formula, charge and spin) (eV) = 4.0940
- molar mass (g mol⁻¹) = 100.1
- HOMO energy (Eh) = -0.3126
- SMILES string = [H]/N=c1/occn1O